A cluster of 2 separate species, C7H18 in total. Source: OMol25; level of theory: the ωB97M-V functional and the def2-TZVPD basis.

Positions of all 25 atoms, in Å:
C: 1.70112 -2.54730 0.10477
C: 1.12870 -1.08284 0.17818
C: 0.93018 -0.66354 1.65366
C: 2.05224 -0.23881 -0.66245
H: 1.08704 -3.34198 0.51754
H: 2.61160 -2.51641 0.68128
H: 1.94796 -2.80612 -0.91690
H: 0.09951 -1.23382 -0.23377
H: 1.34917 -1.26578 2.47168
H: 1.44876 0.27870 1.75525
H: -0.12472 -0.53188 1.92313
H: 2.40486 0.72002 -0.23992
H: 2.90241 -0.82073 -1.00160
H: 1.49418 0.18923 -1.51084
C: -2.44007 0.41803 0.14640
C: -2.36680 1.64796 -0.75036
C: -1.01962 2.39037 -0.74962
H: -3.46068 0.26501 0.53236
H: -2.05261 0.66716 1.12948
H: -2.18227 -0.50484 -0.36981
H: -2.72486 1.34404 -1.76833
H: -3.12621 2.40998 -0.51096
H: -1.10778 3.41890 -0.45313
H: -0.33477 1.84461 -0.08452
H: -0.47942 2.14431 -1.67407

## Properties
LUMO level, eV: 1.1
Energy above the lowest of the compared OMol25 structures with the same formula, charge and spin, kcal per mole: 29.8
SMILES: CC(C)C.CCC
Frontier orbital gap, eV: 11.83

Results of the Löwdin charge analysis, in e, for atoms 1 through 4: -0.097, -0.454, -0.081, -0.098

A structure of composition C7H18BF4I2OP2Sc. Source: OMol25; level of theory: the ωB97M-V functional and the def2-TZVPD basis.

Positions of all 36 atoms, in Å:
I: -4.72957 -1.06869 -1.72990
I: -0.43678 -3.38739 -0.87139
Sc: -0.07227 -0.90350 -0.20520
P: 0.69604 0.22857 -2.42245
C: -0.23259 0.03519 -3.94042
C: 0.78578 2.04483 -2.21128
H: 1.37123 2.41617 -3.07053
H: 2.68031 0.31491 -3.75966
H: 1.26595 2.31973 -1.25662
H: 3.12036 0.07162 -2.03084
H: -1.18678 0.56132 -3.86826
H: -0.25269 2.42313 -2.20272
C: 2.42179 -0.22730 -2.83342
H: 0.34711 0.44371 -4.77988
H: 2.49118 -1.32056 -2.98113
H: -0.48867 -1.01116 -4.11897
P: -0.83024 -0.78987 2.28449
C: -2.40706 -1.42053 2.82766
C: 0.42270 -1.56450 3.37743
H: 0.11607 1.44368 2.63365
H: -0.99076 0.91669 3.94789
H: -1.66065 1.47761 2.32237
C: -0.84579 0.95076 2.85510
H: 1.37066 -0.99901 3.36875
H: 0.01368 -1.53953 4.40141
H: -2.43177 -1.41876 3.92466
H: -2.57259 -2.42179 2.42407
H: 0.61196 -2.60380 3.05112
H: -3.20839 -0.79565 2.43069
C: -1.49247 0.64767 -0.33578
O: -1.99060 1.71500 -0.26616
F: 1.46721 0.12026 0.61801
B: 2.69231 1.36049 1.05212
F: 3.75640 0.86509 0.36564
F: 2.12928 2.53507 0.60593
F: 2.63019 1.14445 2.39789

## Properties
LUMO level (spin up / spin down), eV: -12.5 / -9.6
Energy above the lowest of the compared OMol25 structures with the same formula, charge and spin, kcal per mole: 28.2
Charge: +2
Frontier orbital gap (spin up / spin down), eV: 4.02 / 6.74

Results of the Löwdin charge analysis, in e, for atoms 1 through 4: 0.253, 0.803, 0.195, 0.741

A structure of composition C7H18CeFI2OP2. Source: OMol25; level of theory: the ωB97M-V functional and the def2-TZVPD basis.

Positions of all 32 atoms, in Å:
I: 0.70668 -0.92956 -2.69228
I: -0.46951 0.93144 2.90288
Ce: -0.28605 -0.17974 -0.06277
P: -1.24037 2.12310 -1.12608
C: 0.03020 3.35592 -1.30148
C: -1.93765 1.59230 -2.59775
H: -2.55280 2.46108 -2.78177
H: -2.99552 3.32814 -0.51858
H: -2.51944 0.68580 -2.44328
H: -3.08291 1.78156 0.39277
H: 0.82633 3.00697 -1.95939
H: -1.15516 1.44038 -3.33004
C: -2.43400 2.61103 0.08144
H: -0.52335 4.18250 -1.72094
H: -2.01389 3.08715 0.97872
H: 0.49831 3.67556 -0.37103
P: 0.76560 -2.34913 1.03506
C: 2.46642 -2.22626 1.29647
C: -0.18012 -2.57874 2.47944
H: -0.70768 -3.45971 -0.53360
H: 0.44814 -4.46352 0.41581
H: 1.00360 -3.52834 -1.03042
C: 0.32634 -3.55347 -0.17081
H: -1.25693 -2.42221 2.32877
H: 0.03791 -3.62024 2.69063
H: 2.68977 -3.21423 1.70527
H: 2.71826 -1.43754 2.02095
H: 0.15998 -1.91356 3.28235
H: 3.02892 -2.05129 0.36764
C: 1.92889 0.60988 -0.00898
O: 2.88252 1.29145 0.09667
F: 0.50068 2.26379 0.67370

## Properties
Multiplicity: 2
LUMO level (spin up / spin down), eV: -10.0 / -10.6
Energy above the lowest of the compared OMol25 structures with the same formula, charge and spin, kcal per mole: 76.9
Expectation value of S²: 0.905
Charge: +2
Frontier orbital gap (spin up / spin down), eV: 4.57 / 3.99

Results of the Löwdin charge analysis, in e, for atoms 1 through 4: 0.623, 0.575, -0.138, 0.787

A structure of composition C7H18ClInN2O9P. Source: OMol25; level of theory: the ωB97M-V functional and the def2-TZVPD basis.

Positions of all 39 atoms, in Å:
N: 0.05641 8.49724 0.71997
P: -1.55932 7.78513 0.64395
O: -1.89582 8.14077 -0.96030
In: -0.80759 5.33276 0.57152
Cl: -2.68010 3.80443 0.35693
C: 0.49800 5.03582 -1.21355
O: -0.15854 4.64795 -2.46445
N: -0.46117 3.33563 -2.47286
O: -1.01496 3.02069 -3.47420
H: 0.41370 8.41897 1.66844
H: 0.72666 8.02497 0.11838
H: -1.59059 7.46125 -1.56776
H: 0.08718 4.99648 2.03432
H: 1.29721 4.31973 -1.02214
H: 0.96830 5.98085 -1.49042
C: -0.33140 -0.29363 -2.54483
O: -0.11946 -0.11872 -1.13824
C: 0.55588 -1.09135 -0.55208
O: 0.98492 -2.08839 -1.09141
O: 0.69369 -0.80446 0.73955
C: 1.37685 -1.79919 1.51070
H: -0.87946 0.58241 -2.87474
H: 0.62580 -0.35950 -3.06005
H: -0.89753 -1.20622 -2.72674
H: 2.38439 -1.95273 1.12636
H: 0.83955 -2.74632 1.49327
H: 1.40805 -1.39878 2.51895
C: -0.16300 -7.78778 3.03581
O: -0.30156 -7.56377 1.62964
C: -0.04048 -6.30829 1.24810
O: 0.29044 -5.41572 1.98857
O: -0.20750 -6.22052 -0.06302
C: 0.03396 -4.90443 -0.59955
H: -0.40586 -8.83544 3.18327
H: 0.85543 -7.57756 3.35792
H: -0.84655 -7.15002 3.59347
H: 1.04875 -4.58310 -0.38892
H: -0.65948 -4.18867 -0.16530
H: -0.12480 -4.99048 -1.66854

## Properties
LUMO level, eV: 2.1
Charge: -1
Frontier orbital gap, eV: 6.07

Results of the Löwdin charge analysis, in e, for atoms 1 through 4: -0.305, 0.557, -0.457, 0.137

A structure of composition C7H18ClNdOPr. Source: OMol25; level of theory: the ωB97M-V functional and the def2-TZVPD basis.

Positions of all 29 atoms, in Å:
Nd: 0.38728 -1.21792 0.61932
Cl: 0.29418 1.14284 -0.62967
C: -1.89175 -1.33200 0.19491
H: -2.05222 -2.16548 0.90854
H: -2.25432 -1.62529 -0.80648
H: -2.50953 -0.49560 0.55078
Pr: 0.21735 0.90920 -3.39385
C: -1.91598 1.03512 -4.67141
C: 2.48875 1.71719 -3.84783
C: 0.64074 -1.36341 -3.52759
H: 3.01924 1.20812 -3.02500
H: 3.00444 1.42034 -4.76846
H: 2.61342 2.79438 -3.69581
H: -2.55898 0.35037 -4.08401
H: -2.38900 2.03109 -4.63033
H: -1.96044 0.66998 -5.71113
H: -0.08263 -2.18227 -3.76757
H: 1.59928 -1.91780 -3.47842
C: 1.54807 -0.20857 4.66060
C: 0.20933 -0.61698 4.07307
C: -0.87908 0.40479 4.31547
O: 0.31664 -0.78927 2.64929
H: 1.77265 0.84685 4.40972
H: 2.35995 -0.85035 4.30496
H: 1.53114 -0.26633 5.76418
H: -0.07133 -1.57831 4.50584
H: -0.46231 1.40188 4.06947
H: -1.72972 0.21917 3.65662
H: -1.24518 0.45824 5.35476

## Properties
Multiplicity: 6
LUMO level (spin up / spin down), eV: 1.8 / 1.7
Energy above the lowest of the compared OMol25 structures with the same formula, charge and spin, kcal per mole: 4.2
Expectation value of S²: 8.770
Charge: -1
Frontier orbital gap (spin up / spin down), eV: 3.59 / 3.79

Results of the Löwdin charge analysis, in e, for atoms 1 through 4: 1.363, -0.074, -0.405, -0.052

A structure of composition C7H18CoNO8P2Se2. Source: OMol25; level of theory: the ωB97M-V functional and the def2-TZVPD basis.

Positions of all 39 atoms, in Å:
Co: 0.85253 -0.37664 0.33410
O: 0.93530 -1.13667 2.12278
C: 2.14451 -1.25953 2.90140
C: 3.31896 -1.70654 2.03822
C: 4.30907 -2.36303 3.02341
O: 5.58927 -2.60183 2.47715
C: 4.01143 -0.51708 1.36448
Se: 2.80425 0.81604 0.59445
C: 2.86993 -2.76014 1.01486
Se: 2.04936 -2.03791 -0.60771
H: 0.31424 -0.53344 2.56376
H: 1.94079 -2.00163 3.67769
H: 2.36967 -0.29647 3.36398
H: 3.86685 -3.28794 3.41399
H: 4.47298 -1.69086 3.86943
H: 5.53123 -3.31349 1.83246
H: 4.67871 -0.87192 0.58299
H: 4.60566 0.02384 2.10320
H: 2.18179 -3.46213 1.48824
H: 3.73865 -3.32170 0.66681
N: -1.94125 3.39063 -1.13514
C: -0.74265 2.60158 -0.64535
C: 0.52208 3.40984 -0.88507
P: -1.10992 2.12069 1.09571
O: -0.15274 3.01374 2.02509
O: -2.54014 2.45858 1.31349
O: -0.63341 0.68472 1.22131
P: -0.78238 1.10942 -1.75121
O: -2.12835 0.36543 -1.28570
O: -1.00856 1.66851 -3.09976
O: 0.43984 0.28576 -1.41052
H: -2.74823 3.09441 -0.56154
H: -2.05511 3.15902 -2.13709
H: -1.80814 4.39282 -1.01500
H: 0.50487 4.34374 -0.31825
H: 0.64126 3.62061 -1.94935
H: 1.39366 2.84638 -0.55881
H: -0.67487 3.64961 2.52887
H: -2.04835 -0.04129 -0.41079

## Properties
LUMO level (spin up / spin down), eV: 0.2 / -1.1
Energy above the lowest of the compared OMol25 structures with the same formula, charge and spin, kcal per mole: 0.0
Frontier orbital gap (spin up / spin down), eV: 7.89 / 6.70

Results of the Löwdin charge analysis, in e, for atoms 1 through 4: -0.025, -0.169, -0.171, -0.572